Below is a cluster of 7 separate species, C11H36O7 in total at a distorted geometry, with properties calculated with wB97M-V/def2-TZVPD.

Geometry as XYZ:
```
54
Properties=species:S:1:pos:R:3:mulliken_charge:R:1
C 17.186 0.227 -0.214 -1.2866
C 17.469 1.708 0.087 0.7481
C 18.144 2.443 -1.049 -1.4045
O 16.222 2.388 0.356 -0.4650
H 17.584 -0.039 -1.207 0.4015
H 16.127 -0.017 -0.221 0.2574
H 17.775 -0.492 0.360 0.3017
H 18.025 1.700 1.026 0.1571
H 17.549 2.450 -1.967 0.3715
H 19.086 1.979 -1.354 0.4218
H 18.258 3.489 -0.772 0.2700
H 15.717 2.378 -0.464 0.2193
C 17.558 4.333 4.039 -1.2009
C 16.295 4.705 3.279 0.6157
C 16.618 5.492 1.998 -1.2681
O 15.667 3.461 2.875 -0.5420
H 18.074 5.222 4.413 0.3960
H 18.226 3.623 3.556 0.1972
H 17.275 3.823 4.970 0.3490
H 15.592 5.271 3.890 0.3022
H 15.657 5.808 1.579 0.4383
H 17.208 4.944 1.274 0.2260
H 17.066 6.452 2.274 0.1810
H 15.736 3.368 1.908 0.1959
C 14.823 -0.062 3.271 -0.6089
O 15.960 0.777 3.525 -0.4665
H 14.718 -0.185 2.189 0.1524
H 14.918 -0.975 3.853 0.3032
H 13.916 0.449 3.620 0.3174
H 15.663 1.690 3.357 0.4064
C 18.050 9.548 3.177 -0.4025
O 18.355 10.389 4.290 -0.5273
H 17.287 8.863 3.546 0.1053
H 17.653 10.185 2.385 0.2949
H 18.904 8.940 2.864 0.2278
H 18.850 11.159 4.005 0.2970
C 16.017 0.289 6.628 -0.5111
O 15.962 1.670 6.383 -0.5130
H 16.202 -0.276 5.716 0.1696
H 16.810 0.056 7.354 0.2513
H 15.125 -0.065 7.168 0.2301
H 15.902 1.784 5.427 0.3823
C 16.081 5.884 -2.285 -0.5733
O 16.609 4.738 -2.949 -0.4810
H 15.734 6.638 -2.995 0.3075
H 15.204 5.578 -1.709 0.2430
H 16.808 6.326 -1.611 0.2079
H 15.896 4.105 -3.038 0.2915
C 20.044 4.946 6.985 -0.3776
O 19.361 4.827 8.231 -0.5088
H 19.676 4.286 6.197 0.1331
H 19.965 5.978 6.619 0.2025
H 21.091 4.789 7.237 0.2764
H 18.454 5.122 8.112 0.2877
```

gap between HOMO and LUMO	0.361	Eh
E_LUMO	0.010	hartree
total charge	0
spin multiplicity	1